DFT (ωB97M-V/def2-TZVPD) results for a single CHCl3 molecule.

Frontier orbital gap = 11.89 eV
DFT total energy = -38620.3133 eV
SMILES = ClC(Cl)Cl
LUMO level = 0.6 eV

CARTESIAN COORDINATES (ANGSTROEM)
Cl1 1.123 2.813 1.257
C1 2.580 2.887 2.298
Cl2 3.173 1.285 2.662
Cl3 2.387 3.855 3.771
H1 3.369 3.389 1.738

Atomic forces in eV per Å
Cl 0.5 0.2 0.6
C 0.3 0.5 -0.4
Cl -0.1 -0.3 0.1
Cl -0.3 -0.2 -0.2
H -0.4 -0.1 -0.1